Here is a molecular structure, C48H51BrCsN9O6PS from the Open Molecules 2025 dataset. Energies are from wB97M-V/def2-TZVPD.

```
118
C48H51BrCsN9O6PS wB97M-V/def2-TZVPD
Cs 0.58923 -0.28699 -1.37360
Br -2.15239 4.48473 -2.17555
S 2.40274 2.83112 -1.07199
P 0.92767 -3.68183 -1.27411
O -1.33822 -0.97971 -2.73089
O -2.27136 1.19750 0.75177
O 1.10118 3.07356 -1.66574
O 2.74069 3.76300 -0.01196
O -0.37491 -1.08285 -4.74093
O 1.57870 0.75916 2.73173
N 6.46928 3.10181 -5.40252
N -1.86897 2.60573 -5.79675
N 2.38745 1.30281 -0.62529
N -0.41597 -2.67241 2.86758
N 3.33375 -0.59296 0.17638
N -2.72446 -2.30336 0.84746
N 4.67808 1.32148 -0.27396
N 0.69282 3.66927 3.24369
N -3.16792 4.14173 1.28738
C 5.73934 0.63234 0.07690
C 0.39829 1.32048 6.05848
C 0.63335 1.67460 4.70036
C 0.39851 -1.72698 3.08069
C 2.03910 -6.88778 -4.43683
C -2.02676 3.66216 2.02245
C 1.57927 -4.62776 -3.77876
C -1.61964 1.84396 -3.12929
C 0.44551 3.17669 1.91412
C -3.41262 -2.44578 2.10360
C -3.47897 1.03930 0.55131
C 0.00211 -0.33310 7.90106
C 4.30835 2.39869 -4.58696
C -4.46302 2.12644 0.57435
C 5.49909 3.10381 -4.40742
C 0.45033 -0.74204 4.16235
C -5.31510 -0.49195 -0.06288
C -1.02354 -0.53066 -3.84959
C 3.60982 3.00489 -2.38300
C 0.71986 3.02593 4.40114
C 1.41698 -5.02408 -2.45311
C -1.87335 3.15009 -3.49221
C 1.47213 -4.32891 0.36520
C -1.45783 0.91571 -4.15050
C 5.68568 -0.67938 0.52709
C -2.99162 -1.36114 0.05950
C -7.69242 0.29975 -0.40195
C 4.41167 -1.23469 0.55435
C -6.25785 0.57364 -0.05851
C -1.61760 1.34995 -5.46126
C 0.92158 0.58900 3.75324
C -0.72149 3.90906 1.26654
C -1.96996 3.50023 -4.82892
C 3.36915 2.35199 -3.57581
C -1.51612 -2.95392 3.74586
C 0.19272 -0.98982 5.47883
C -0.83995 -4.15960 -1.12789
C -4.00122 -0.28064 0.20409
C -2.71593 -3.49860 2.96577
C 1.56845 -6.37101 -2.13863
C 1.88954 -5.55035 -4.76132
C 1.87461 -7.29392 -3.12395
C 5.72176 3.76845 -3.19928
C 0.21457 0.03427 6.46077
C 3.48308 0.69121 -0.22537
C -5.81744 1.82531 0.22560
C -4.18607 3.47360 0.75513
C 4.78001 3.71176 -2.18998
H -5.65217 -1.48745 -0.32837
H -3.48119 -1.49265 2.64630
H -2.37885 -4.30023 2.31049
H -1.34527 -3.91410 -2.05812
H -3.10133 5.11493 1.02368
H 1.44241 -6.71364 -1.12020
H 0.00868 -1.99863 5.82465
H 4.25507 -2.25676 0.88942
H 0.77065 3.69605 5.25798
H 2.01239 -5.22722 -5.78420
H -3.43623 -3.90021 3.68364
H -2.13519 2.59642 2.19962
H -2.13020 4.52658 -5.13647
H -4.43728 -2.77804 1.89648
H -1.27696 -3.56696 -0.32529
H 2.54643 -4.19828 0.47680
H -8.28681 1.20401 -0.28895
H 1.97954 -8.33932 -2.86710
H -1.18731 -3.73314 4.44561
H 1.20679 -5.37357 0.52302
H -1.83348 -2.08076 4.33877
H 0.80468 -0.98414 8.25067
H 0.94017 4.64872 3.26364
H 6.68460 1.16124 -0.02402
H -4.96735 4.14638 0.40949
H 6.64472 4.31636 -3.06178
H 0.95767 -3.71692 1.10588
H -1.53484 1.53434 -2.09702
H 2.43729 1.82225 -3.70461
H -7.77737 -0.04206 -1.43423
H -8.10594 -0.47383 0.24597
H -1.52672 0.64488 -6.27697
H -2.42849 -1.32251 -0.86956
H 0.23717 2.11586 1.93169
H 2.27871 -7.61252 -5.20226
H 4.12769 1.88515 -5.52107
H 7.11808 3.87335 -5.37504
H 6.13674 2.87464 -6.32768
H 4.92788 4.20072 -1.24073
H -0.01150 0.55483 8.52904
H 0.33887 2.11921 6.78758
H -0.94271 -0.86344 8.02453
H 1.14826 -1.55255 2.31222
H 1.44034 -3.58405 -4.03164
H -0.93559 -5.22675 -0.91635
H -0.52245 4.98055 1.19306
H 1.34181 3.32619 1.30510
H -6.51833 2.65059 0.21042
H 6.57049 -1.23271 0.80676
H -2.00888 4.17979 2.99036
H -0.80842 3.50639 0.26073
```

HOMO-LUMO gap in eV: 7.1
Largest force on an atom in eV Å⁻¹: 2.73
HOMO in eV: -5.385
Total charge: -1

***

Here is a molecular structure, C48H51N4OP2RuS from the Open Molecules 2025 dataset. Energies are from wB97M-V/def2-TZVPD.

```
108
C48H51N4OP2RuS wB97M-V/def2-TZVPD
Ru -0.11053 0.10984 -0.53997
S 4.34915 -4.93610 2.72590
P 2.46619 0.16727 0.19812
P 0.76185 -1.92305 0.66130
O -0.83254 -0.25566 -2.55372
N -1.82964 0.46837 -3.05165
N 2.40569 -1.49957 0.71108
N -2.22023 0.00412 0.21753
N -0.51050 2.07769 0.39082
C -1.53747 1.38353 -3.99236
C 2.22366 1.27758 -2.29021
C 2.14591 -1.08948 -3.74451
C 0.99734 2.39914 2.85297
C -4.12320 0.99428 -3.17988
C 0.33044 -3.24406 3.09791
C 0.60111 4.00725 -0.59875
C 2.24478 5.23414 0.66996
C 2.24460 0.04693 -1.61770
C 2.06575 4.36872 1.73728
C 2.21295 -1.13584 -2.36070
C -0.65752 -5.53932 -0.48329
C -1.41892 4.73434 -1.91675
C 0.47665 -6.20872 -0.92746
C 6.94497 1.17999 0.40743
C -1.73696 2.27024 0.76998
C 5.14437 0.03967 -0.69980
C 1.51653 5.04807 -0.49031
C 1.16139 3.31623 1.67178
C -3.84887 1.95972 -4.13603
C -2.66913 1.20396 0.71542
C 0.12680 -2.08095 2.35061
C -0.18849 3.83183 -1.86657
C -0.11880 -3.32212 4.40422
C -3.95487 1.05656 1.24937
C 5.21090 -3.35406 2.55214
C -3.09532 0.24243 -2.65528
C 1.82001 -4.28923 -0.39921
C 6.48729 0.35073 -0.61177
C -3.19771 -0.88575 0.44322
C -2.53957 2.14434 -4.55209
C 1.71243 -5.58484 -0.88240
C 2.14607 0.13297 -4.40287
C 2.19255 1.31586 -3.67474
C -0.54843 -1.00984 2.92758
C -0.99724 -1.08972 4.23790
C 0.41779 3.15717 0.49602
C 0.68779 -3.61569 0.04526
C 4.93092 -5.77424 1.24551
C 4.65575 -2.43223 1.46888
C 3.23947 -2.00070 1.81870
C 4.70481 1.39632 1.24031
C -0.12760 2.81618 3.79561
C -0.77918 -2.24262 4.97611
C 4.24619 0.55049 0.23726
C -4.29227 -0.28562 1.07049
C 6.05626 1.70607 1.33046
C -0.55348 -4.24739 0.00183
H -3.08721 -1.91968 0.14660
H 1.94055 2.37477 3.40502
H 0.45939 4.03413 -2.72464
H 2.95532 6.04617 0.74080
H -4.64520 2.55660 -4.55675
H -2.03644 3.24060 1.16413
H 2.12064 0.16378 -5.48435
H 1.65853 5.71545 -1.33211
H -0.48906 1.44596 -4.24253
H 6.26847 -3.55364 2.37088
H 2.24536 -2.09345 -1.85646
H 2.73146 -2.88898 2.19976
H 2.27018 2.20138 -1.72027
H 0.83840 -4.09233 2.65459
H -2.07839 4.54200 -1.06846
H 4.58776 -5.29239 0.33138
H 4.79184 -0.60392 -1.49646
H -1.13707 5.78688 -1.87730
H -0.76532 -0.11687 2.35202
H 7.18348 -0.04742 -1.33807
H 6.40851 2.36211 2.11511
H 2.59740 -6.10799 -1.22104
H 3.24576 -1.28148 2.64769
H 7.99751 1.42136 0.47101
H 4.00362 1.81782 1.95090
H 5.15087 -2.87430 3.53109
H 4.52457 -6.78367 1.26774
H -1.53205 -0.25466 4.67051
H -1.13612 -2.30794 5.99525
H -4.54620 1.82062 1.72638
H -2.28036 2.86999 -5.30874
H -0.50103 2.78601 -1.94832
H 6.01818 -5.84078 1.23812
H 2.64123 4.50653 2.64478
H -0.16444 2.15885 4.66425
H 0.04548 -4.22558 4.97508
H -3.20878 -0.53309 -1.91681
H -5.20615 -0.77276 1.36546
H 2.21828 2.27109 -4.18555
H -1.62267 -6.02618 -0.51285
H 2.78360 -3.79779 -0.35810
H 4.65554 -2.95257 0.50706
H 2.10887 -2.01012 -4.31048
H 5.32678 -1.58127 1.35763
H 0.39410 -7.21904 -1.30418
H 0.82508 1.37872 2.50092
H 0.01170 3.83887 4.14736
H -1.09840 2.76946 3.30180
H -1.99086 4.57313 -2.83102
H -1.43809 -3.73596 0.36358
H -5.12861 0.80695 -2.83377
```

Spin multiplicity: 5
HOMO-LUMO gap (alpha / beta) in eV: 7.2 / 7.1
Largest force on an atom in eV Å⁻¹: 0.53
HOMO (alpha / beta) in eV: -9.547 / -10.215
<S²>: 6.022
Total charge: +1